Record 1
{"formula": "C5H26NO8", "method": "ωB97M-V/def2-TZVPD", "elements": ["C", "N", "C", "C", "C", "O", "C", "H", "H", "H", "H", "H", "H", "H", "H", "H", "H", "H", "H", "H", "H", "O", "H", "H", "O", "H", "H", "O", "H", "H", "O", "H", "H", "O", "H", "H", "O", "H", "H", "O"], "coordinates": [[-0.79, -2.10, -0.87], [0.13, -1.31, -0.03], [1.36, -0.97, -0.75], [2.04, 0.27, -0.13], [1.26, 1.57, -0.41], [1.36, 1.98, -1.73], [-2.12, -2.27, -0.16], [-0.96, -1.64, -1.85], [-0.31, -3.07, -1.02], [-0.34, -0.47, 0.30], [2.04, -1.82, -0.74], [1.16, -0.74, -1.80], [2.12, 0.08, 0.95], [3.03, 0.35, -0.57], [0.22, 1.45, -0.09], [1.72, 2.37, 0.22], [-2.64, -1.32, 0.01], [-2.78, -2.94, -0.72], [-2.00, -2.74, 0.82], [0.87, 2.29, 2.08], [-0.57, 1.87, 2.36], [0.26, 2.10, 2.80], [1.99, 1.02, -2.80], [3.21, 1.14, -3.74], [2.50, 0.52, -3.53], [-0.09, -0.04, 3.70], [-0.15, -1.50, 3.24], [-0.68, -0.81, 3.69], [-0.85, 2.35, -3.47], [0.07, 2.52, -2.18], [-0.86, 2.78, -2.60], [-2.11, 1.12, -0.37], [-2.07, 2.00, -1.61], [-2.71, 1.55, -0.99], [1.70, -2.35, 2.34], [0.50, -2.23, 1.37], [0.75, -2.57, 2.28], [-2.80, 0.85, 1.86], [-1.59, 0.03, 2.43], [-1.87, 0.68, 1.72]], "gap_ev": 8.1, "e_homo_ev": -5.1, "charge": -1, "e_above_lowest_kj_mol": 0.0}


Record 2
{"formula": "C21H24N4O4S", "method": "ωB97M-V/def2-TZVPD", "elements": ["N", "C", "C", "C", "N", "C", "C", "N", "C", "C", "C", "C", "S", "O", "O", "C", "C", "C", "C", "C", "C", "C", "C", "N", "O", "O", "C", "C", "C", "C", "H", "H", "H", "H", "H", "H", "H", "H", "H", "H", "H", "H", "H", "H", "H", "H", "H", "H", "H", "H", "H", "H", "H", "H"], "coordinates": [[2.88, 2.35, -1.06], [3.21, 1.29, -0.80], [3.64, -0.05, -0.47], [3.37, -0.40, 1.01], [1.96, -0.47, 1.30], [1.26, 0.70, 1.77], [1.40, 0.92, 3.28], [0.61, 2.04, 3.71], [0.41, 2.11, 5.15], [-0.18, 3.50, 5.33], [0.67, 4.34, 4.37], [1.10, 3.34, 3.28], [1.22, -1.95, 1.46], [0.38, -1.96, 2.61], [2.24, -2.95, 1.32], [0.19, -1.96, 0.00], [-1.10, -1.46, 0.06], [-1.86, -1.40, -1.09], [-1.34, -1.86, -2.31], [-2.16, -1.80, -3.53], [-2.18, -2.88, -4.41], [-2.95, -2.83, -5.56], [-3.69, -1.69, -5.83], [-4.49, -1.64, -7.03], [-5.14, -0.63, -7.23], [-4.47, -2.60, -7.76], [-3.68, -0.61, -4.96], [-2.92, -0.67, -3.82], [-0.05, -2.39, -2.34], [0.71, -2.43, -1.19], [3.10, -0.75, -1.11], [4.71, -0.13, -0.67], [3.79, -1.38, 1.21], [3.85, 0.34, 1.66], [1.61, 1.57, 1.22], [0.20, 0.56, 1.54], [2.47, 1.04, 3.53], [1.04, 0.02, 3.78], [-0.27, 1.31, 5.47], [1.36, 2.01, 5.71], [-0.12, 3.85, 6.36], [-1.22, 3.50, 5.02], [1.54, 4.74, 4.89], [0.11, 5.18, 3.96], [0.66, 3.59, 2.31], [2.19, 3.34, 3.17], [-1.49, -1.14, 1.01], [-2.87, -1.02, -1.05], [-1.61, -3.77, -4.19], [-2.98, -3.66, -6.25], [-4.27, 0.27, -5.20], [-2.89, 0.18, -3.14], [0.36, -2.74, -3.28], [1.71, -2.85, -1.19]], "gap_ev": 7.7, "e_homo_ev": -8.6, "charge": 0, "e_above_lowest_kj_mol": 504.6}


What did the second record say?
{"formula": "C21H24N4O4S", "method": "ωB97M-V/def2-TZVPD", "elements": ["N", "C", "C", "C", "N", "C", "C", "N", "C", "C", "C", "C", "S", "O", "O", "C", "C", "C", "C", "C", "C", "C", "C", "N", "O", "O", "C", "C", "C", "C", "H", "H", "H", "H", "H", "H", "H", "H", "H", "H", "H", "H", "H", "H", "H", "H", "H", "H", "H", "H", "H", "H", "H", "H"], "coordinates": [[2.88, 2.35, -1.06], [3.21, 1.29, -0.80], [3.64, -0.05, -0.47], [3.37, -0.40, 1.01], [1.96, -0.47, 1.30], [1.26, 0.70, 1.77], [1.40, 0.92, 3.28], [0.61, 2.04, 3.71], [0.41, 2.11, 5.15], [-0.18, 3.50, 5.33], [0.67, 4.34, 4.37], [1.10, 3.34, 3.28], [1.22, -1.95, 1.46], [0.38, -1.96, 2.61], [2.24, -2.95, 1.32], [0.19, -1.96, 0.00], [-1.10, -1.46, 0.06], [-1.86, -1.40, -1.09], [-1.34, -1.86, -2.31], [-2.16, -1.80, -3.53], [-2.18, -2.88, -4.41], [-2.95, -2.83, -5.56], [-3.69, -1.69, -5.83], [-4.49, -1.64, -7.03], [-5.14, -0.63, -7.23], [-4.47, -2.60, -7.76], [-3.68, -0.61, -4.96], [-2.92, -0.67, -3.82], [-0.05, -2.39, -2.34], [0.71, -2.43, -1.19], [3.10, -0.75, -1.11], [4.71, -0.13, -0.67], [3.79, -1.38, 1.21], [3.85, 0.34, 1.66], [1.61, 1.57, 1.22], [0.20, 0.56, 1.54], [2.47, 1.04, 3.53], [1.04, 0.02, 3.78], [-0.27, 1.31, 5.47], [1.36, 2.01, 5.71], [-0.12, 3.85, 6.36], [-1.22, 3.50, 5.02], [1.54, 4.74, 4.89], [0.11, 5.18, 3.96], [0.66, 3.59, 2.31], [2.19, 3.34, 3.17], [-1.49, -1.14, 1.01], [-2.87, -1.02, -1.05], [-1.61, -3.77, -4.19], [-2.98, -3.66, -6.25], [-4.27, 0.27, -5.20], [-2.89, 0.18, -3.14], [0.36, -2.74, -3.28], [1.71, -2.85, -1.19]], "gap_ev": 7.7, "e_homo_ev": -8.6, "charge": 0, "e_above_lowest_kj_mol": 504.6}